(1)
Entry from the Open Molecules 2025 dataset: an isolated molecule of C4H5NO (ωB97M-V/def2-TZVPD).

Output
energy: -7764.2697 eV
strongest force on any atom: 0.10725 hartree/bohr
relative energy (zero: lowest compared OMol25 entry of this formula, charge and spin): 217.7 kJ/mol
SMILES string: Cc1ccon1

Geometry as XYZ:
```
11
C4H5NO, DFT ωB97M-V/def2-TZVPD
C -0.12203 0.03875 1.07590
C 1.23277 0.21696 1.41195
C -0.06643 -0.01685 -0.30041
C -1.10210 -0.17017 -1.28855
N 1.30468 0.16546 -0.78702
O 1.99506 0.29130 0.34937
H -0.86243 -0.18628 1.76941
H 1.74958 0.24785 2.34754
H -2.05416 0.08662 -0.81838
H -0.78785 0.44602 -2.09311
H -1.28708 -1.11966 -1.66670
```

Atomic partial charges in e from the Löwdin method, atoms 1 to 4:
1. C -0.0033
2. C -0.1111
3. C -0.3088
4. C -0.0480

(2)
Entry from the Open Molecules 2025 dataset: a cluster of 10 separate species, C6H32O13 in total (ωB97M-V/def2-TZVPD).

Output
energy: -33357.6329 eV
strongest force on any atom: 0.05417 hartree/bohr
relative energy (zero: lowest compared OMol25 entry of this formula, charge and spin): 144.1 kJ/mol
SMILES string: OCCO.OCCO.OCCO.O.O.O.O.O.O.O

Geometry as XYZ:
```
51
C6H32O13, DFT ωB97M-V/def2-TZVPD
C -0.42521 0.83071 3.13385
C -1.33864 0.79557 4.30945
O -0.91453 -0.05107 5.30222
O -0.99856 1.61069 2.06734
H -0.28032 -0.11363 2.59105
H 0.59394 1.07199 3.30149
H -2.34174 0.59735 3.94297
H -1.27417 1.81977 4.71191
H -0.94268 -0.93265 4.97763
H -1.01732 2.54948 2.32458
C -0.59817 3.50683 -1.52472
C -1.66532 2.39629 -1.58333
O -1.94064 2.10322 -2.92144
O 0.60695 3.12482 -2.20184
H -0.41048 3.63540 -0.42388
H -0.87630 4.50396 -1.92487
H -2.65650 2.64794 -1.09037
H -1.21486 1.48969 -1.09816
H -1.53292 1.22304 -3.12264
H 0.45214 2.84103 -3.13887
C 1.38532 -0.13881 -4.59611
C 1.24882 -0.64141 -3.17579
O 0.01532 -0.27113 -2.55923
O 1.50239 1.22568 -4.77238
H 0.40466 -0.33406 -5.06447
H 2.19594 -0.69442 -5.11116
H 2.11141 -0.35508 -2.56417
H 1.29723 -1.84187 -3.17543
H 0.16687 0.29194 -1.76827
H 2.34709 1.53430 -4.34668
O -2.54001 -1.28002 1.16772
H -2.19162 -0.37166 0.95497
H -2.75080 -1.61318 0.28710
O -1.35393 -2.69431 -1.45613
H -1.76048 -3.41963 -1.92925
H -0.83105 -2.11025 -2.02268
O 0.01007 -2.64089 1.09462
H -0.12285 -2.66696 0.15948
H -0.75414 -2.08707 1.33099
O 2.21108 -1.45737 2.15278
H 1.57806 -1.98138 1.69325
H 1.71808 -1.20778 2.93604
O -0.24359 -2.96735 4.33340
H -0.36306 -3.47069 3.55021
H -0.55337 -3.51973 5.02499
O 3.36728 -1.41296 -0.73403
H 3.30396 -1.39094 0.23570
H 4.16971 -0.84830 -0.81702
O 1.05160 0.96596 0.14946
H 0.54631 1.41484 0.79251
H 1.60901 0.33411 0.59719
```

Atomic partial charges in e from the Löwdin method, atoms 1 to 4:
1. C -0.2390
2. C -0.2722
3. O -0.0156
4. O -0.0954

(3)
Entry from the Open Molecules 2025 dataset: a structure of composition C6H4Br3NO (ωB97M-V/def2-TZVPD).

Output
energy: -219949.0512 eV
strongest force on any atom: 0.07749 hartree/bohr

Geometry as XYZ:
```
15
C6H4Br3NO, DFT ωB97M-V/def2-TZVPD
C -2.46571 0.00569 -0.32294
C -1.52845 1.01079 -0.47941
C -1.76722 -1.13204 0.12606
C -0.28463 0.51192 -0.03382
C 0.86525 1.28039 0.09305
C 2.60654 -0.06988 0.28199
N -0.46058 -0.80728 0.30417
O 1.26778 2.38877 -0.00869
Br 2.28248 -1.40129 -1.28408
Br 2.70186 -1.10754 1.93485
Br 4.12018 0.92542 -0.03256
H -3.58539 0.11512 -0.66189
H -1.86896 1.93731 -0.79339
H -2.20405 -2.19151 0.20703
H 0.32089 -1.46587 0.66964
```

Atomic partial charges in e from the Löwdin method, atoms 1 to 4:
1. C -0.0824
2. C -0.0092
3. C -0.0849
4. C -0.2836